15
Properties=species:S:1:pos:R:3 method="wB97M-V/def2-TZVPD" spin_multiplicity=2 homo_lumo_gap_ev="5.29 / 8.72" total_charge=+2 energy_ev=-57979.688
C 0.428 -0.304 -0.102
C 0.697 -0.784 1.181
H 1.184 -1.742 1.371
H 0.186 -0.301 2.018
O -1.686 0.739 -0.096
C -0.448 0.666 -0.540
Zn -2.923 1.772 -0.004
H -0.143 1.323 -1.367
C 1.921 -0.450 -0.735
C 1.828 -1.619 -1.654
O 1.960 -1.581 -2.868
Li 1.782 -2.657 -4.361
H 2.276 0.343 -1.422
H 2.696 -0.214 0.006
H 1.587 -2.590 -1.176

***

89
Properties=species:S:1:pos:R:3 method="wB97M-V/def2-TZVPD" spin_multiplicity=2 homo_lumo_gap_ev="4.64 / 2.53" total_charge=+3 energy_ev=-93320.756
Au 0.046 -0.153 -0.143
C 1.585 3.820 -0.995
C 0.730 2.772 -1.298
N 0.771 1.874 -0.309
N 1.640 2.307 0.632
C 2.132 3.488 0.232
B 1.814 1.595 2.009
N 2.551 0.246 1.797
C 3.633 -0.323 2.361
C 3.803 -1.589 1.846
C 2.756 -1.743 0.947
N 2.013 -0.631 0.916
N 0.370 1.224 2.502
C -0.228 1.552 3.652
C -1.505 1.018 3.669
C -1.627 0.360 2.460
N -0.484 0.492 1.765
N 2.422 2.567 2.971
C 3.520 2.620 3.798
C 3.484 3.793 4.474
C 2.318 4.436 4.001
N 1.683 3.714 3.097
H 1.760 4.714 -1.569
H 0.081 2.641 -2.147
H 2.830 4.037 0.843
H 4.228 0.182 3.094
H 4.577 -2.301 2.083
H 2.517 -2.592 0.333
H 0.282 2.133 4.404
H -2.239 1.099 4.453
H -2.462 -0.208 2.086
H 4.266 1.852 3.863
H 4.220 4.180 5.159
H 1.934 5.405 4.284
N -4.022 -4.102 -0.868
C -3.712 -2.843 -0.696
C -2.367 -2.436 -0.330
N -2.090 -1.154 -0.186
C -3.091 -0.267 -0.351
C -4.421 -0.689 -0.692
N -4.707 -1.940 -0.875
H -3.353 -4.857 -0.740
H -4.988 -4.354 -1.086
H -1.598 -3.171 -0.126
H -2.854 0.783 -0.211
H -5.219 0.036 -0.818
F -2.781 -1.163 -7.820
C -3.000 -1.974 -6.789
F -2.809 -3.232 -7.192
F -4.276 -1.844 -6.408
C -2.057 -1.646 -5.647
C -0.703 -1.931 -5.794
C 0.176 -1.670 -4.757
C -0.305 -1.108 -3.572
C -1.653 -0.789 -3.450
C -2.535 -1.061 -4.488
P 0.900 -0.853 -2.247
C 2.106 0.324 -2.829
C 3.321 0.437 -2.146
C 4.244 1.386 -2.547
C 3.941 2.227 -3.611
C 2.744 2.110 -4.303
C 1.816 1.162 -3.908
C 4.884 3.356 -3.979
F 4.986 3.488 -5.299
F 6.098 3.170 -3.468
F 4.394 4.507 -3.483
C 1.723 -2.439 -2.038
C 1.091 -3.428 -1.286
C 1.651 -4.687 -1.164
C 2.852 -4.956 -1.807
C 3.479 -3.986 -2.576
C 2.921 -2.722 -2.690
C 3.526 -6.305 -1.641
F 3.905 -6.789 -2.822
F 4.612 -6.169 -0.874
F 2.708 -7.185 -1.060
H -0.336 -2.359 -6.719
H 1.228 -1.906 -4.874
H -2.009 -0.280 -2.565
H -3.585 -0.813 -4.407
H 3.543 -0.208 -1.302
H 5.198 1.475 -2.045
H 2.543 2.755 -5.149
H 0.883 1.068 -4.450
H 0.164 -3.201 -0.772
H 1.176 -5.459 -0.572
H 4.402 -4.220 -3.093
H 3.426 -1.966 -3.279

***

19
Properties=species:S:1:pos:R:3 method="wB97M-V/def2-TZVPD" spin_multiplicity=1 homo_lumo_gap_ev=10.18 total_charge=+1 energy_ev=-10380.702
C 2.341 -0.337 0.414
C 1.060 -0.605 0.009
C 0.677 -1.536 -1.151
C -1.441 1.570 -0.976
C 0.020 -0.001 0.984
N -1.049 0.611 0.471
N 0.186 -0.167 2.289
O -1.920 1.093 1.464
H 2.469 0.491 1.134
H 3.239 -0.618 -0.144
H -0.046 -0.984 -1.748
H 0.272 -2.591 -1.000
H 1.657 -1.438 -1.631
H -0.829 1.552 -1.864
H -2.492 1.288 -1.255
H -1.457 2.684 -0.716
H 0.896 -0.861 2.608
H -0.335 0.470 2.968
H -2.427 1.689 0.853

***

104
Properties=species:S:1:pos:R:3 method="wB97M-V/def2-TZVPD" spin_multiplicity=1 homo_lumo_gap_ev=9.52 total_charge=0 energy_ev=-60702.042
C 6.926 28.628 -11.734
C 6.265 27.272 -11.950
C 7.213 26.107 -11.823
O 5.226 27.043 -11.041
H 7.481 28.641 -10.796
H 6.154 29.391 -11.630
H 7.491 28.891 -12.629
H 5.934 27.214 -12.987
H 7.721 26.027 -10.862
H 7.948 26.204 -12.623
H 6.766 25.161 -12.129
H 4.490 27.638 -11.202
C -1.111 28.870 -18.426
C 0.096 28.308 -17.787
C 0.119 28.563 -16.335
O 0.043 26.890 -18.018
H -2.050 28.370 -18.187
H -1.025 28.711 -19.501
H -1.250 29.933 -18.229
H 0.924 28.810 -18.288
H 0.350 29.616 -16.177
H 0.952 28.051 -15.852
H -0.772 28.240 -15.797
H 0.117 26.655 -18.946
C 7.206 24.969 -15.927
C 7.376 24.956 -17.449
O 8.714 24.703 -17.801
O 7.436 23.666 -15.325
H 6.195 25.278 -15.662
H 7.956 25.658 -15.538
H 7.114 25.943 -17.829
H 6.770 24.195 -17.941
H 8.852 23.844 -17.395
H 8.387 23.546 -15.266
C 3.154 34.670 -12.970
C 3.437 33.732 -14.202
O 4.862 33.677 -14.371
O 3.553 34.003 -11.752
H 2.109 34.980 -12.928
H 3.608 35.658 -13.047
H 2.952 34.092 -15.109
H 3.136 32.721 -13.929
H 5.077 32.835 -14.779
H 4.410 33.603 -11.918
C 10.169 29.609 -16.251
C 8.688 29.255 -16.187
O 8.589 28.076 -15.440
O 10.962 28.667 -16.932
H 10.553 29.740 -15.240
H 10.384 30.528 -16.795
H 8.338 29.042 -17.197
H 8.178 30.133 -15.790
H 9.322 27.499 -15.665
H 11.100 27.852 -16.444
C 3.425 26.235 -14.398
C 2.916 24.969 -13.666
O 1.536 25.135 -13.360
O 2.828 26.323 -15.691
H 4.486 26.331 -14.631
H 2.996 27.046 -13.810
H 3.430 24.979 -12.705
H 3.225 24.071 -14.201
H 1.055 25.033 -14.185
H 3.096 27.159 -16.079
C 2.633 32.205 -17.855
C 2.579 31.236 -19.031
O 3.749 30.334 -18.992
O 2.371 31.515 -16.638
H 1.890 32.997 -17.938
H 3.612 32.683 -17.802
H 2.514 31.746 -19.993
H 1.709 30.581 -18.982
H 4.516 30.873 -18.786
H 1.462 31.657 -16.366
C 1.270 30.033 -12.977
C 2.492 30.145 -12.088
O 3.104 28.862 -12.128
O 0.182 29.329 -12.400
H 1.535 29.581 -13.933
H 0.765 30.972 -13.204
H 2.230 30.481 -11.085
H 3.197 30.800 -12.600
H 2.439 28.200 -11.926
H 0.464 28.446 -12.151
C 6.158 33.379 -19.774
C 6.336 32.637 -18.458
O 6.269 31.243 -18.603
O 4.840 33.002 -20.250
H 6.915 33.181 -20.533
H 6.117 34.439 -19.525
H 5.693 33.036 -17.674
H 7.343 32.854 -18.102
H 7.043 31.050 -19.136
H 4.910 32.156 -20.697
C 5.057 28.795 -16.481
C 5.164 29.708 -15.254
O 4.809 31.074 -15.510
O 3.690 28.642 -16.876
H 5.528 27.824 -16.325
H 5.727 29.247 -17.212
H 6.156 29.698 -14.802
H 4.539 29.183 -14.531
H 3.916 31.120 -15.858
H 3.659 29.048 -17.745

***

73
Properties=species:S:1:pos:R:3 method="wB97M-V/def2-TZVPD" spin_multiplicity=2 homo_lumo_gap_ev="7.05 / 6.72" total_charge=+1 energy_ev=-277587.134
Ru -0.286 0.169 1.175
C -0.429 -1.275 4.042
N -1.199 -0.949 2.822
C -1.637 -2.238 2.225
C -2.059 -2.091 0.786
N -1.158 -1.155 0.100
C -0.843 -1.481 -1.224
C -0.355 -2.741 -1.602
F -0.052 -3.660 -0.668
C -0.064 -3.082 -2.909
F 0.426 -4.285 -3.185
C -0.218 -2.148 -3.919
F 0.082 -2.451 -5.174
C -0.668 -0.884 -3.586
F -0.818 0.042 -4.531
C -0.973 -0.572 -2.273
F -1.415 0.671 -2.039
C -2.332 -0.107 3.291
C -3.012 0.561 2.135
N -1.959 1.179 1.319
C -2.469 1.897 0.223
C -2.017 3.188 -0.026
F -1.170 3.755 0.846
C -2.431 3.955 -1.097
F -1.936 5.180 -1.268
C -3.381 3.457 -1.970
F -3.790 4.176 -3.005
C -3.895 2.194 -1.737
F -4.790 1.678 -2.571
C -3.445 1.440 -0.665
F -3.933 0.192 -0.585
H -1.054 -1.882 4.703
H 0.472 -1.831 3.811
H -0.154 -0.361 4.562
H -0.781 -2.910 2.270
H -2.430 -2.684 2.835
H -2.045 -3.077 0.335
H -3.089 -1.742 0.693
H -3.018 -0.700 3.904
H -1.899 0.660 3.928
H -3.650 -0.124 1.585
H -3.673 1.341 2.528
Br 2.461 0.412 3.104
C 1.875 1.998 4.016
Br 0.144 2.469 3.330
H 2.574 2.796 3.800
H 1.809 1.796 5.078
C 1.680 3.895 0.262
Sb 1.370 1.869 -0.291
C 1.207 2.252 -2.376
C 3.435 1.352 -0.159
H 2.639 4.195 -0.160
H 1.702 4.023 1.342
H 0.891 4.513 -0.152
H 2.026 2.915 -2.654
H 0.258 2.742 -2.584
H 1.267 1.341 -2.969
H 3.913 1.606 -1.105
H 3.593 0.304 0.053
H 3.884 1.943 0.638
Se 2.020 -2.898 2.008
N 1.531 -1.690 0.755
C 2.183 -2.039 -0.350
C 2.062 -1.433 -1.645
C 2.764 -1.927 -2.687
C 3.645 -3.057 -2.555
C 3.790 -3.683 -1.371
C 3.055 -3.197 -0.235
N 3.112 -3.773 0.942
H 1.385 -0.610 -1.785
H 2.660 -1.467 -3.663
H 4.179 -3.407 -3.428
H 4.430 -4.544 -1.240

***

49
Properties=species:S:1:pos:R:3 method="wB97M-V/def2-TZVPD" spin_multiplicity=1 homo_lumo_gap_ev=8.38 total_charge=0 energy_ev=-34312.517
C 8.078 0.709 0.018
C 6.576 0.937 0.085
O 5.965 -0.343 0.085
C 4.624 -0.516 0.073
C 4.230 -1.851 -0.036
C 2.907 -2.226 -0.062
C 1.927 -1.242 0.022
C 2.298 0.098 0.138
C 3.627 0.483 0.168
O 4.035 1.784 0.311
C 3.085 2.830 0.287
C 2.559 3.125 -1.114
H 3.387 3.358 -1.779
H 1.886 3.977 -1.078
H 2.023 2.270 -1.519
H 2.261 2.623 0.981
H 3.640 3.695 0.663
H 1.502 0.818 0.211
C 0.525 -1.572 -0.011
N -0.479 -0.740 0.026
C -1.570 -1.561 -0.036
N -1.243 -2.828 -0.106
O 0.117 -2.850 -0.091
C -2.931 -1.071 -0.025
C -4.011 -1.944 -0.080
C -5.288 -1.430 -0.067
C -5.536 -0.058 -0.002
C -4.440 0.827 0.050
C -3.158 0.302 0.039
H -2.294 0.944 0.079
O -4.689 2.178 0.109
C -3.596 3.059 0.161
H -2.967 2.975 -0.731
H -2.986 2.895 1.055
H -4.032 4.057 0.201
O -6.858 0.258 0.000
C -7.306 1.592 0.088
H -6.974 2.188 -0.765
H -6.975 2.070 1.012
H -8.394 1.525 0.083
H -6.148 -2.080 -0.107
H -3.834 -3.005 -0.131
H 2.626 -3.263 -0.151
H 5.016 -2.587 -0.102
H 6.239 1.516 -0.782
H 6.313 1.485 0.996
H 8.596 1.664 0.017
H 8.333 0.164 -0.887
H 8.405 0.127 0.875

***

8
Properties=species:S:1:pos:R:3 method="wB97M-V/def2-TZVPD" spin_multiplicity=1 homo_lumo_gap_ev=9.66 total_charge=0 energy_ev=-7259.662
O -2.450 -1.030 0.255
C -1.935 0.056 0.209
C -0.989 0.468 -0.827
C 0.221 0.405 -0.934
C 1.528 0.148 -0.596
C 2.432 -0.238 0.104
H -2.001 0.789 1.034
H 3.193 -0.599 0.755

***

102
Properties=species:S:1:pos:R:3 method="wB97M-V/def2-TZVPD" spin_multiplicity=2 homo_lumo_gap_ev="7.71 / 7.88" total_charge=+1 energy_ev=-133621.085
Fe 0.631 -0.150 1.650
C 6.734 -0.308 2.243
C 5.673 0.306 2.898
C 4.373 -0.074 2.607
C 4.127 -1.069 1.660
C 5.192 -1.688 1.014
C 6.494 -1.304 1.307
P 2.408 -1.495 1.347
C 2.339 -2.470 -0.168
C 3.014 -2.034 -1.306
C 2.877 -2.726 -2.499
C 2.056 -3.846 -2.563
C 1.379 -4.278 -1.431
C 1.518 -3.592 -0.233
C 1.672 -2.365 2.699
C 2.012 -3.445 3.504
C 1.077 -3.859 4.440
C -0.163 -3.221 4.541
C -0.505 -2.161 3.710
C 0.430 -1.705 2.778
H 7.750 -0.012 2.468
H 5.859 1.077 3.633
H 3.545 0.405 3.120
H 5.013 -2.463 0.280
H 7.321 -1.786 0.803
H 3.669 -1.176 -1.253
H 3.420 -2.395 -3.375
H 1.952 -4.387 -3.494
H 0.744 -5.152 -1.479
H 0.979 -3.924 0.647
H 2.971 -3.941 3.415
H 1.304 -4.687 5.098
H -0.873 -3.573 5.279
H -1.479 -1.694 3.801
F 0.482 8.156 1.397
C 1.348 7.358 2.040
F 2.580 7.836 1.805
F 1.111 7.472 3.352
C 1.224 5.932 1.560
C 1.435 5.673 0.208
C 1.334 4.380 -0.265
C 1.014 3.340 0.612
C 0.806 3.610 1.959
C 0.910 4.912 2.438
P 0.873 1.640 0.021
C -0.617 1.607 -1.020
C -0.927 0.422 -1.690
C -2.139 0.283 -2.346
C -3.042 1.334 -2.338
C -2.738 2.521 -1.691
C -1.529 2.657 -1.026
C -4.390 1.196 -2.998
F -5.364 1.052 -2.080
F -4.446 0.133 -3.812
F -4.690 2.284 -3.724
C 2.299 1.502 -1.105
C 2.192 1.365 -2.483
C 3.338 1.264 -3.261
C 4.585 1.290 -2.659
C 4.706 1.446 -1.284
C 3.563 1.557 -0.511
C 5.816 1.070 -3.501
F 5.684 1.595 -4.726
F 6.046 -0.250 -3.657
F 6.909 1.601 -2.941
H 1.682 6.484 -0.464
H 1.507 4.174 -1.314
H 0.554 2.808 2.642
H 0.749 5.127 3.485
H -0.230 -0.412 -1.684
H -2.385 -0.643 -2.848
H -3.450 3.336 -1.693
H -1.314 3.576 -0.498
H 1.224 1.353 -2.963
H 3.258 1.163 -4.335
H 5.682 1.480 -0.822
H 3.660 1.685 0.562
C -6.356 -2.361 -2.129
C -6.539 -2.148 -0.620
C -6.737 -3.508 0.063
C -7.796 -1.306 -0.407
C -5.291 -1.478 -0.038
C -5.342 -0.259 0.640
C -4.211 0.351 1.191
C -3.023 -0.308 1.032
O -1.735 0.061 1.437
B -0.936 -0.980 0.975
O -1.626 -1.962 0.337
C -2.953 -1.515 0.363
C -4.052 -2.122 -0.179
H -7.223 -2.883 -2.537
H -5.473 -2.962 -2.350
H -6.256 -1.407 -2.647
H -7.638 -3.989 -0.321
H -6.846 -3.389 1.143
H -5.897 -4.179 -0.121
H -8.653 -1.825 -0.838
H -7.719 -0.333 -0.895
H -8.005 -1.151 0.653
H -6.289 0.248 0.751
H -4.273 1.298 1.710
H -3.955 -3.071 -0.690

***

Results for energy relative to the best compared isomer or geometry (same formula, charge and spin): 19.0 23.7 113.1 47.6 6.2 111.1 19.5 0.0 (in kcal/mol, following the order of the records).